Record 1
ORCA calculation (wB97M-V/def2-TZVPD) on a cluster of 2 separate species, C15H18N3O3 in total at a distorted geometry.

Structure (XYZ):
```
39
C15H18N3O3 | the OMol25 dataset | wB97M-V/def2-TZVPD
N 1.3258 2.3810 1.1104
O 1.3671 1.3294 0.1087
C 0.2110 0.6106 0.0861
O -0.6301 0.7064 -0.7629
C 0.0286 -0.4203 1.2017
C -1.2206 -0.9141 1.6128
C -1.2446 -1.8622 2.5942
N -0.1176 -2.3276 3.1631
C 1.0883 -1.8685 2.8156
C 2.3577 -2.4230 3.4683
C 3.5237 -2.5876 2.4383
C 3.0922 -3.3947 1.1948
N 2.9631 -2.7890 -0.0995
O 2.8207 -4.5615 1.3284
C 1.1864 -0.8973 1.8233
H 1.4132 3.2328 0.5566
H 0.3797 2.3467 1.4929
H -2.1449 -0.5595 1.1590
H -2.1911 -2.2659 2.9533
H -0.1729 -3.0497 3.8766
H 2.6625 -1.7806 4.3096
H 2.1320 -3.4154 3.8904
H 3.8934 -1.5748 2.2176
H 4.3337 -3.1197 2.9557
H 3.5722 -1.9761 -0.1790
H 2.0093 -2.4750 -0.2548
H 2.1633 -0.5278 1.5220
C -2.1709 3.8445 -4.5426
C -3.5030 3.6432 -4.8778
C -4.2403 2.6578 -4.2351
C -3.6474 1.8795 -3.2499
C -2.3152 2.0824 -2.9109
C -1.5766 3.0627 -3.5609
H -1.5957 4.6110 -5.0467
H -3.9670 4.2544 -5.6415
H -5.2773 2.4970 -4.5017
H -4.2246 1.1138 -2.7458
H -1.8506 1.4775 -2.1414
H -0.5360 3.2183 -3.3016
```

As for the net charge: +1. As for the HOMO-LUMO gap: 5.5342 eV. As for the energy above the lowest of the compared OMol25 structures with the same formula, charge and spin: 0.0 kJ/mol.

Record 2
ORCA calculation (wB97M-V/def2-TZVPD) on a cluster of 8 separate species, C43H64NO16 in total at a distorted geometry.

Structure (XYZ):
```
124
C43H64NO16 | the OMol25 dataset | wB97M-V/def2-TZVPD
C -1.8148 1.7916 -4.7201
C -2.5437 0.4094 -4.8350
O -3.0197 0.0816 -5.8836
O -2.6591 -0.5097 -3.7646
C -1.3772 -1.1705 -3.6487
C -0.9547 -1.1786 -2.1169
C -1.7920 -0.3088 -1.0766
C -0.9447 1.0168 -1.1009
N 0.4467 0.4597 -0.9696
C 0.5200 -0.5753 -2.0501
C 1.3855 -1.7634 -1.4708
C 1.8911 -2.7342 -2.6393
C 3.4633 -2.6220 -2.6377
C 4.2664 -3.6825 -2.0662
C 5.7191 -3.4979 -2.0524
C 6.2567 -2.2781 -2.6046
C 5.4539 -1.2246 -3.1889
C 4.0151 -1.3860 -3.2053
H -1.8981 2.2896 -5.7114
H -2.2836 2.3565 -3.8784
H -0.7347 1.6204 -4.4714
H -1.4037 -2.2456 -3.9841
H -0.6230 -0.6543 -4.2991
H -1.0136 -2.2344 -1.7644
H -2.8904 -0.2561 -1.2331
H -1.6027 -0.7291 -0.0446
H -1.1968 1.8057 -0.3502
H -0.9963 1.4666 -2.1282
H 1.1686 1.1961 -0.9412
H 0.4253 0.0141 -0.0403
H 0.9262 -0.0402 -2.9368
H 0.8548 -2.3892 -0.7134
H 2.2707 -1.3024 -0.9476
H 1.5718 -3.7884 -2.4845
H 1.4904 -2.4168 -3.6444
H 3.7431 -4.5727 -1.6473
H 6.3285 -4.3068 -1.5960
H 7.3578 -2.1275 -2.5685
H 5.8717 -0.2837 -3.6042
H 3.3075 -0.6236 -3.6012
O -4.6563 2.2273 -2.5648
C -5.6632 1.9018 -3.1388
O -6.9090 2.1420 -2.6667
C -7.8790 1.5282 -3.5337
C -7.1738 1.3627 -4.8645
C -5.7337 1.1396 -4.4385
H -8.1772 0.5707 -3.0986
H -8.7568 2.1682 -3.6110
H -7.5838 0.5570 -5.4727
H -7.2465 2.2883 -5.4407
H -5.5246 0.0856 -4.2427
H -5.0314 1.5412 -5.1647
O 2.0929 -5.7952 -1.7708
C 1.8470 -6.5221 -2.6979
O 2.4906 -7.6881 -2.9241
C 2.0402 -8.2572 -4.1649
C 0.6805 -7.6382 -4.4143
C 0.8342 -6.2627 -3.7886
H 2.7621 -8.0049 -4.9454
H 1.9869 -9.3408 -4.0719
H 0.4045 -7.6150 -5.4681
H -0.0876 -8.2012 -3.8782
H 1.2485 -5.5375 -4.4930
H -0.1047 -5.9006 -3.3729
O 1.5072 3.1342 -0.4922
C 1.0915 3.9683 0.2836
O 1.8227 4.4793 1.2867
C 0.9963 5.3562 2.0848
C -0.1380 5.7637 1.1722
C -0.3043 4.5392 0.2994
H 0.6492 4.8044 2.9615
H 1.5820 6.2104 2.4179
H -1.0365 6.0462 1.7061
H 0.1687 6.6139 0.5562
H -0.9809 3.8108 0.7472
H -0.6319 4.7998 -0.7061
O 2.6369 5.5696 4.8529
C 2.7986 4.3920 5.0174
O 1.8309 3.5432 5.4589
C 2.3912 2.2345 5.6475
C 3.6286 2.2011 4.7738
C 4.0942 3.6468 4.8157
H 2.6273 2.1064 6.7069
H 1.6614 1.4792 5.3551
H 4.3781 1.4870 5.1164
H 3.3527 1.9340 3.7494
H 4.7505 3.8381 5.6672
H 4.5751 3.9415 3.8850
O 6.4471 3.5906 7.2279
C 6.6070 2.4145 7.3935
O 5.6310 1.5758 7.8335
C 6.1779 0.2617 8.0280
C 7.4184 0.2140 7.1587
C 7.8975 1.6557 7.1982
H 6.4080 0.1344 9.0887
H 5.4423 -0.4870 7.7351
H 8.1593 -0.5059 7.5054
H 7.1436 -0.0532 6.1347
H 8.5526 1.8446 8.0508
H 8.3845 1.9455 6.2695
O -2.9328 5.3832 1.8622
C -3.2902 4.3165 2.2809
O -2.7773 3.1253 1.8616
C -3.5006 2.0453 2.4801
C -4.1254 2.6461 3.7221
C -4.3832 4.0823 3.2945
H -4.2492 1.6785 1.7733
H -2.8134 1.2335 2.7182
H -5.0194 2.1178 4.0513
H -3.4049 2.6323 4.5437
H -5.3518 4.1936 2.8032
H -4.2950 4.7743 4.1293
O -3.9730 -2.0379 1.9586
C -4.2096 -2.7458 1.0202
O -3.5804 -3.9242 0.7784
C -4.0238 -4.4566 -0.4802
C -5.3684 -3.8061 -0.7378
C -5.2002 -2.4469 -0.0806
H -3.2848 -4.2009 -1.2456
H -4.0988 -5.5411 -0.4117
H -5.6267 -3.7557 -1.7955
H -6.1554 -4.3653 -0.2264
H -4.7618 -1.7158 -0.7637
H -6.1396 -2.0777 0.3256
```

As for the net charge: +1. As for the HOMO-LUMO gap: 8.7073 eV.

Record 3
ORCA calculation (wB97M-V/def2-TZVPD) on a cluster of 2 separate species, C7H16OSi in total at a distorted geometry.

Structure (XYZ):
```
25
C7H16OSi | the OMol25 dataset | wB97M-V/def2-TZVPD
C -3.4701 0.2231 0.3826
C -2.3700 0.5036 1.0334
C 2.1748 -1.2069 -0.2202
C -0.1063 -2.2262 -0.0340
C 1.6065 2.3286 1.1948
C -0.4513 0.7358 -2.0369
C 0.7666 -1.0377 0.3612
O 0.8418 1.9533 0.0895
Si -0.0217 0.6135 -0.2018
H -4.4359 0.1772 0.8764
H -3.4859 0.0222 -0.6766
H -2.3291 0.7091 2.0913
H 2.1430 -1.2650 -1.3090
H 2.8210 -0.3738 0.0555
H 2.6320 -2.1246 0.1492
H -1.1062 -2.1200 0.3782
H 0.3268 -3.1609 0.3272
H -0.1932 -2.2905 -1.1178
H 2.5789 1.8275 1.1745
H 1.0989 2.0762 2.1243
H 1.7633 3.4068 1.1445
H -1.4046 0.2551 -2.2242
H -0.5275 1.7698 -2.3547
H 0.2908 0.2450 -2.6613
H 0.8572 -1.0414 1.4540
```

As for the net charge: 0. As for the HOMO-LUMO gap: 9.0703 eV. As for the energy above the lowest of the compared OMol25 structures with the same formula, charge and spin: 246.1 kJ/mol.